Entry 1:
DFT (ωB97M-V/def2-TZVPD) results for a cluster of 4 separate species, C4H16O4 in total in a non-equilibrium geometry.

XYZ file:
```
24
Properties=species:S:1:pos:R:3:nbo_charge:R:1
C -3.177 -0.444 -2.788 -0.2385
O -2.837 0.783 -2.218 -0.7357
H -3.687 -0.200 -3.720 0.1708
H -2.326 -1.081 -3.031 0.1558
H -3.863 -1.020 -2.167 0.1514
H -2.152 0.602 -1.571 0.4850
C 1.774 2.446 2.643 -0.2590
O 1.346 2.535 4.029 -0.7249
H 2.106 1.426 2.450 0.1759
H 1.162 2.634 1.760 0.1710
H 2.597 3.137 2.459 0.1650
H 1.355 3.433 4.369 0.4722
C 2.187 -1.939 -0.468 -0.2644
O 1.079 -2.456 -1.133 -0.7244
H 3.120 -2.495 -0.560 0.1772
H 2.411 -0.889 -0.659 0.1698
H 1.959 -1.841 0.594 0.1846
H 1.244 -2.504 -2.078 0.4843
C -0.796 -0.112 0.599 -0.2558
O -0.741 -0.460 -0.740 -0.7652
H -1.337 -0.931 1.072 0.1596
H 0.173 -0.135 1.098 0.1552
H -1.399 0.759 0.855 0.1903
H -0.199 -1.251 -0.794 0.4996
```

For the LUMO energy, the calculation gives 0.56 eV. The value obtained for the HOMO-LUMO gap is 10.19 eV. The structure (SMILES) is CO.CO.CO.CO. The energy relative to the best compared isomer or geometry (same formula, charge and spin) is 63.27 kcal/mol.

Entry 2:
DFT (ωB97M-V/def2-TZVPD) results for a cluster of 5 separate species, C4H16O4 in total in a non-equilibrium geometry.

XYZ file:
```
24
Properties=species:S:1:pos:R:3:nbo_charge:R:1
C -1.656 -0.333 -1.962 -0.6320
C -1.352 0.508 -0.687 -0.2146
C -0.309 1.427 -0.843 -0.1612
C 0.268 2.148 0.212 -0.6672
H -2.417 0.103 -2.398 0.2053
H -0.846 -0.549 -2.642 0.1957
H -1.818 -1.302 -1.647 0.2134
H -1.960 0.224 0.239 0.2160
H 0.337 1.491 -1.924 0.1779
H 1.355 2.251 -0.072 0.2184
H -0.092 3.258 0.126 0.2199
H 0.071 1.657 1.149 0.2258
O 3.507 -0.852 5.406 -0.9267
H 3.048 -0.669 6.185 0.4637
H 4.233 -1.335 5.621 0.4632
O -0.088 4.109 -4.292 -0.9212
H 0.573 4.498 -4.865 0.4636
H 0.347 3.392 -3.946 0.4580
O -1.693 -3.599 -3.255 -0.9422
H -1.788 -2.781 -3.925 0.4752
H -0.850 -3.502 -2.825 0.4693
O 0.427 -3.687 5.333 -0.9722
H 1.174 -3.092 5.495 0.4878
H -0.471 -3.365 5.517 0.4843
```

For the LUMO energy, the calculation gives 0.63 eV. The value obtained for the HOMO-LUMO gap is 9.41 eV. The structure (SMILES) is C/C=C/C.O.O.O.O. The energy relative to the best compared isomer or geometry (same formula, charge and spin) is 82.50 kcal/mol.

Entry 3:
DFT (ωB97M-V/def2-TZVPD) results for a structure of composition C4H17BrMgNO4 in a non-equilibrium geometry.

XYZ file:
```
28
Properties=species:S:1:pos:R:3:nbo_charge:R:1
Mg -0.037 0.517 -1.464 1.6165
Br -3.222 1.893 -2.325 -0.7429
O 1.573 2.600 -2.766 -0.9835
H 1.381 3.479 -3.093 0.5108
H 2.393 2.358 -3.198 0.4871
O 0.110 -1.000 -4.125 -0.9796
H -0.445 -0.862 -4.893 0.5034
H 0.788 -1.606 -4.424 0.4881
O 2.810 -0.675 -1.274 -0.9781
H 3.334 -1.428 -0.999 0.5024
H 3.376 -0.199 -1.882 0.4855
C -2.039 -1.886 2.435 -0.6417
C -1.489 -0.730 1.616 -0.0741
C -0.243 -0.026 2.244 -0.0848
O -0.067 1.042 1.290 -0.5920
C 0.944 1.970 1.674 -0.2571
N -1.094 -1.336 0.326 -0.9006
H -2.296 -1.540 3.436 0.2322
H -1.436 -2.790 2.520 0.2122
H -3.009 -2.184 2.036 0.2297
H -2.323 -0.042 1.479 0.2359
H 0.610 -0.659 2.487 0.1950
H -0.651 0.463 3.128 0.2010
H 0.918 2.788 0.954 0.1989
H 1.927 1.501 1.713 0.1793
H 0.621 2.330 2.651 0.1944
H -0.556 -2.162 0.543 0.3704
H -1.879 -1.819 -0.088 0.3916
```

For the LUMO energy, the calculation gives -5.27 eV. Its total charge is +1. The value obtained for the HOMO-LUMO gap is 5.68 eV. The energy relative to the best compared isomer or geometry (same formula, charge and spin) is 123.59 kcal/mol.

Entry 4:
DFT (ωB97M-V/def2-TZVPD) results for a cluster of 4 separate species, C4H17N2O4 in total in a non-equilibrium geometry.

XYZ file:
```
27
Properties=species:S:1:pos:R:3:nbo_charge:R:1
C -1.500 0.642 1.643 -0.6333
C -0.228 0.577 0.835 -0.0378
C -0.075 1.849 0.001 -0.5236
C 1.291 1.970 -0.633 0.6839
N 1.827 3.192 -0.789 -0.7843
O 1.851 0.952 -1.028 -0.6638
N -0.231 -0.629 -0.061 -0.7346
H -1.500 1.524 2.284 0.2420
H -1.671 -0.191 2.322 0.2320
H -2.378 0.704 0.997 0.2158
H 0.696 0.441 1.400 0.2314
H -0.696 1.826 -0.898 0.2447
H -0.436 2.693 0.585 0.2428
H 1.335 4.004 -0.458 0.4085
H 2.649 3.259 -1.368 0.4234
H 0.615 -0.555 -0.647 0.4907
H -1.019 -0.608 -0.740 0.4466
H -0.326 -1.482 0.495 0.4599
H 2.700 -1.402 -1.647 0.4901
H 2.106 -2.744 -1.452 0.4723
O 2.219 -1.906 -0.979 -0.9493
H 0.206 -3.325 2.319 0.4894
H 0.949 -3.857 1.092 0.4950
O 0.384 -3.139 1.395 -0.9697
H -3.460 -0.765 -1.229 0.4952
H -2.675 -1.987 -1.805 0.4953
O -2.634 -1.045 -1.634 -0.9623
```

For the LUMO energy, the calculation gives -2.57 eV. Its total charge is +1. The value obtained for the HOMO-LUMO gap is 11.08 eV. The energy relative to the best compared isomer or geometry (same formula, charge and spin) is 0.00 kcal/mol.

Entry 5:
DFT (ωB97M-V/def2-TZVPD) results for a cluster of 4 separate species, C4H17NO3 in total in a non-equilibrium geometry.

XYZ file:
```
25
Properties=species:S:1:pos:R:3:nbo_charge:R:1
C -2.471 1.091 -1.231 -0.6328
C -1.290 0.860 -0.310 -0.2133
N -0.496 -0.432 -0.518 -0.4687
C -0.093 -1.001 0.794 -0.4244
C -1.178 -1.442 -1.343 -0.4183
H -2.166 1.039 -2.276 0.2090
H -3.327 0.459 -1.001 0.2075
H -2.834 2.113 -1.075 0.2206
H -1.619 0.892 0.716 0.1905
H -0.537 1.622 -0.486 0.1754
H -0.716 -1.814 1.170 0.1748
H -0.123 -0.199 1.534 0.1941
H 0.961 -1.262 0.703 0.2180
H -2.177 -1.216 -1.604 0.1894
H -0.646 -1.583 -2.286 0.1890
H -1.244 -2.387 -0.799 0.1861
O 2.347 -3.602 0.744 -0.9419
H 2.936 -4.022 0.105 0.4724
H 1.731 -4.272 1.054 0.4712
O 0.307 2.450 2.419 -0.9370
H 0.281 3.346 2.058 0.4667
H 0.787 2.002 1.708 0.4724
O 2.073 2.114 -0.769 -0.9579
H 1.413 1.466 -0.991 0.4820
H 2.463 2.446 -1.585 0.4754
```

For the LUMO energy, the calculation gives 0.75 eV. The value obtained for the HOMO-LUMO gap is 9.10 eV. The structure (SMILES) is CCN(C)C.O.O.O. The energy relative to the best compared isomer or geometry (same formula, charge and spin) is 35.13 kcal/mol.

Entry 6:
DFT (ωB97M-V/def2-TZVPD) results for a cluster of 4 separate species, C4H17NO4 in total in a non-equilibrium geometry.

XYZ file:
```
26
Properties=species:S:1:pos:R:3:nbo_charge:R:1
C -1.582 0.795 2.160 -0.2524
O -0.313 0.764 1.528 -0.5601
C 0.300 -0.503 1.580 -0.0660
C 1.683 -0.518 0.968 -0.0754
C 1.866 0.436 -0.211 -0.6250
N 2.063 -1.870 0.497 -0.8305
H -2.067 -0.178 2.021 0.1719
H -2.221 1.578 1.765 0.2054
H -1.450 0.908 3.241 0.1755
H 0.347 -0.793 2.641 0.1671
H -0.317 -1.285 1.111 0.1746
H 2.442 -0.255 1.716 0.1674
H 1.510 1.450 -0.027 0.2321
H 1.306 0.171 -1.110 0.2202
H 2.919 0.505 -0.487 0.2062
H 2.165 -2.473 1.311 0.3498
H 3.000 -1.782 0.118 0.3584
O -1.434 1.739 -3.834 -0.9659
H -1.476 1.624 -2.861 0.4928
H -1.537 2.685 -3.971 0.4594
O -1.138 1.322 -1.096 -0.9999
H -1.122 0.390 -1.364 0.4916
H -0.865 1.308 -0.156 0.4964
O -1.425 -1.642 -1.977 -0.9520
H -0.576 -2.097 -1.899 0.4816
H -2.077 -2.279 -1.665 0.4766
```

For the LUMO energy, the calculation gives 0.62 eV. The value obtained for the HOMO-LUMO gap is 10.52 eV. The structure (SMILES) is COC[C@H](C)N.O.O.O. The energy relative to the best compared isomer or geometry (same formula, charge and spin) is 10.05 kcal/mol.

> Which value of energy relative to the best compared isomer or geometry (same formula, charge and spin) does entry 6 give?

10.05 kcal/mol